# C32H96O16

A cluster of 16 separate species, C32H96O16 in total (wB97M-V/def2-TZVPD, the OMol25 dataset).

Output
E_LUMO	0.10	eV
HOMO energy	-9.3	eV
total charge	0
E_tot	-2480.454390	Eh
largest force on an atom	0.0456	hartree/bohr

Each line ends with the Löwdin charge.
Atoms and positions in Å:
C (16.8926, 10.1649, 11.5046)  -0.318
C (12.8316, 10.8583, 15.8645)  -0.319
O (13.9421, 16.5031, 8.6064)  -0.098
O (16.6068, 7.7559, 16.2361)  -0.075
H (8.9079, 15.6009, 9.8762)  0.111
C (12.4230, 9.3948, 16.0660)  -0.057
C (9.7088, 11.0674, 13.7959)  -0.304
H (14.0123, 12.9715, 8.8270)  0.102
C (16.0015, 8.2490, 15.0602)  -0.321
C (17.9943, 9.8200, 10.4526)  -0.052
H (16.9603, 12.4575, 9.8382)  0.025
H (12.0134, 13.2933, 18.7318)  0.109
H (17.6094, 12.8670, 13.5604)  0.049
C (16.0249, 14.1917, 16.2611)  -0.058
O (20.0962, 14.1981, 13.0147)  -0.092
H (14.9907, 8.5430, 15.3428)  0.075
H (10.6119, 14.6069, 16.3494)  0.057
H (11.9408, 13.6647, 6.6616)  0.072
O (10.2529, 14.2834, 18.8663)  -0.069
H (13.3132, 7.3414, 12.2841)  0.105
H (12.3444, 7.2872, 10.7939)  0.110
H (13.5367, 14.4026, 6.8079)  0.063
H (12.6380, 19.0463, 15.2053)  0.105
H (14.6664, 15.7651, 11.2049)  0.057
H (16.5849, 8.4881, 16.8565)  0.074
O (10.1348, 14.3935, 10.9669)  -0.110
C (14.4046, 17.3374, 9.6597)  -0.265
H (13.9007, 18.2996, 9.5677)  0.118
H (10.8839, 14.3913, 10.3666)  0.047
H (18.6926, 10.6481, 10.3315)  0.067
C (18.1189, 15.0435, 9.5966)  -0.069
C (13.1590, 7.7986, 11.3067)  -0.309
H (10.4710, 12.9939, 13.2190)  0.060
O (12.4146, 14.3143, 9.1698)  -0.110
H (14.2125, 17.3862, 11.8142)  0.071
H (14.1707, 7.8329, 9.6133)  0.088
H (17.9474, 13.1810, 16.4272)  0.089
H (8.5178, 16.9448, 12.4114)  0.068
C (19.6906, 13.3567, 14.1081)  -0.270
H (10.3572, 15.3235, 12.5364)  0.041
H (16.9839, 13.1415, 17.8830)  0.109
H (17.8529, 16.1005, 9.5854)  0.054
H (16.2528, 16.6863, 13.5726)  0.053
H (11.3538, 17.8811, 15.4599)  0.094
C (14.0923, 16.6692, 11.0021)  -0.064
H (12.7118, 9.6689, 10.3052)  0.078
H (18.1306, 17.9966, 14.3804)  0.118
C (12.2847, 18.0553, 14.9202)  -0.291
H (14.8225, 11.5609, 14.3467)  0.046
H (13.6060, 17.0795, 16.3921)  0.062
H (18.8036, 11.8340, 12.6918)  0.067
H (17.1023, 7.0898, 13.6054)  0.077
H (9.2166, 10.6482, 12.9184)  0.116
O (17.2657, 12.9151, 9.0515)  -0.080
H (12.3170, 11.4946, 16.5845)  0.097
H (15.5745, 6.3488, 14.1870)  0.078
H (9.1558, 13.9738, 9.2573)  0.116
C (13.0279, 9.3159, 11.2868)  -0.074
C (18.5798, 12.3733, 13.6122)  -0.064
H (16.4619, 14.4775, 8.2389)  0.109
H (19.8380, 15.0841, 13.2788)  0.010
H (18.5660, 8.9764, 10.8394)  0.072
O (17.9197, 14.9433, 17.4171)  -0.068
C (16.9038, 14.2339, 9.2051)  -0.355
H (14.1550, 16.9920, 7.8082)  0.100
C (12.9836, 13.1893, 8.5397)  -0.288
H (12.7498, 12.0182, 12.1732)  0.058
H (12.0378, 13.6219, 16.1374)  0.044
C (11.1307, 13.4896, 18.1232)  -0.315
H (12.6852, 11.1248, 14.8177)  0.102
C (8.5900, 17.1920, 13.4706)  -0.062
H (12.2633, 9.6357, 11.9946)  0.054
H (17.2454, 15.2490, 13.2119)  0.056
H (10.7404, 10.7171, 13.8308)  0.083
O (10.5726, 15.8631, 13.3006)  -0.103
H (16.3006, 14.6648, 15.3187)  0.056
H (8.7723, 15.1972, 14.1506)  0.097
C (14.2671, 13.1445, 13.3727)  -0.252
H (8.7155, 12.9644, 13.5008)  0.064
H (12.7541, 8.9756, 17.0161)  0.083
O (12.0471, 18.0493, 13.5283)  -0.093
H (16.1301, 14.3034, 9.9698)  0.096
H (7.6036, 17.2102, 13.9340)  0.079
O (14.1804, 10.9573, 16.0851)  -0.089
H (7.9138, 13.1181, 11.3491)  0.060
C (8.9944, 14.5537, 10.1660)  -0.285
H (12.3660, 12.3157, 8.7481)  0.111
H (12.6253, 13.8185, 12.1654)  0.060
C (17.2306, 16.3386, 13.2394)  -0.072
C (16.0604, 7.2712, 13.8693)  -0.049
H (18.3491, 16.3169, 15.0759)  0.100
O (19.5169, 16.8248, 13.5153)  -0.091
H (15.0264, 13.9116, 13.2206)  0.097
H (15.3847, 13.3249, 16.0972)  0.052
H (10.6104, 12.5927, 17.7870)  0.105
H (15.4838, 17.4413, 9.5470)  0.105
H (13.0456, 15.0324, 9.0821)  0.028
H (16.0934, 9.4247, 11.4645)  0.080
C (13.4004, 17.0148, 15.3236)  -0.071
H (18.9260, 14.8948, 8.8793)  0.080
H (17.3277, 10.0671, 12.4992)  0.094
H (15.9057, 11.7393, 11.9530)  0.036
H (19.3289, 13.9246, 14.9653)  0.085
H (13.0546, 16.3437, 11.0764)  0.070
H (18.4905, 14.8676, 10.6061)  0.063
H (17.3881, 16.7145, 12.2285)  0.071
H (10.7972, 14.8491, 19.4189)  0.086
C (9.6745, 12.5576, 13.8218)  -0.089
O (16.3721, 11.4038, 11.1840)  -0.097
C (12.9542, 13.5088, 7.0314)  -0.073
H (18.7237, 14.6440, 17.8478)  0.089
H (17.5853, 9.7309, 9.4461)  0.075
H (9.7616, 16.3482, 15.0799)  0.097
H (12.1263, 15.1642, 17.1066)  0.061
H (7.5650, 14.7338, 11.8652)  0.059
C (9.4198, 16.0714, 14.0826)  -0.309
O (15.0273, 11.9533, 13.4948)  -0.108
C (11.5342, 14.2899, 16.8361)  -0.068
O (14.2764, 7.5221, 10.5154)  -0.095
C (13.2975, 12.9604, 12.1561)  -0.036
H (8.0961, 10.9321, 14.8437)  0.084
C (18.2850, 16.9362, 14.1812)  -0.276
H (9.8910, 12.9360, 14.8208)  0.069
H (13.8305, 12.8916, 11.2078)  0.058
H (20.6153, 12.8519, 14.3879)  0.106
H (13.0410, 16.0010, 15.1475)  0.044
H (11.6071, 17.2041, 13.4114)  0.008
H (6.8718, 14.1188, 10.3310)  0.075
H (11.3332, 9.3866, 16.0440)  0.068
H (19.4747, 17.5195, 12.8541)  0.101
H (13.7183, 13.3656, 14.2881)  0.096
H (13.3517, 12.6613, 6.4730)  0.072
C (7.7496, 14.1294, 10.9771)  -0.062
C (17.2640, 13.7707, 17.0382)  -0.324
H (16.5029, 9.1983, 14.8717)  0.098
H (15.6315, 7.6568, 12.9444)  0.044
O (9.0132, 10.6760, 14.9664)  -0.082
H (9.0984, 18.1534, 13.5432)  0.076
H (18.5145, 11.6318, 14.4085)  0.064
H (14.2377, 10.7393, 17.0182)  0.105
H (13.9063, 9.8790, 11.6019)  0.056
H (12.6851, 8.6905, 15.2765)  0.071
H (15.3267, 14.8691, 16.7529)  0.074
H (14.3649, 17.2469, 14.8719)  0.054

Force components x, y, z for each atom (eV/Å):
1.1468 -1.6019 -1.2384
-1.1612 -1.7499 -0.5259
0.0874 0.0796 -0.2894
0.3989 -0.9267 0.3179
-0.1513 0.1931 -0.1595
-1.4586 0.2094 -0.3412
-0.4542 0.4794 0.3811
0.0848 0.1185 0.3634
-0.3319 0.9005 -0.5040
-0.5009 0.6559 0.8637
0.1233 -0.7184 0.2975
0.1200 -0.5878 -0.1524
0.0369 0.0375 -0.2303
-0.3541 -0.5829 -0.1925
-0.4545 -0.2457 0.7269
-0.3780 -0.2506 -0.5151
0.0247 0.1305 0.0514
-0.0981 0.0798 0.2506
-0.6423 0.1652 0.7454
0.0693 0.2244 0.0043
-0.7438 0.2333 0.5445
0.0971 -0.0786 0.0685
-0.0560 0.1072 -0.0741
0.3866 0.1452 -0.1780
0.1245 -0.1341 0.1545
0.2161 -0.1185 0.7290
-0.0416 -0.6417 0.9249
0.1252 0.1620 0.2561
0.8855 -0.0067 -0.2120
0.0576 0.2096 0.4306
-0.2088 1.0519 -0.2192
0.1154 0.8325 -1.1964
-0.2157 0.0819 -0.4395
-0.4284 -0.4962 1.2135
0.1974 -0.0572 0.0325
-0.2472 0.1167 0.0908
-0.2430 -0.2667 -0.3207
-0.3703 0.1676 -0.1127
-0.1056 -0.6571 -1.9836
-0.0871 -0.3504 -0.7768
-0.0671 0.0557 0.3566
0.0479 0.3377 -0.1382
-0.2789 -0.2312 -0.1171
-0.0415 -0.1921 0.2477
-0.3453 0.2626 -0.0576
0.1023 -0.0403 -0.0980
-0.4621 -0.1189 0.4454
1.5431 -0.3174 0.1610
0.3231 -0.3624 0.3016
-0.2005 0.0664 0.2666
0.1955 0.4222 -0.0294
0.0778 -0.2837 0.2379
0.1701 -0.0389 -0.2400
0.3096 -1.6294 -0.2070
-0.4824 0.1282 -0.4081
0.0656 -0.1211 -0.3082
-0.5001 -0.1816 -0.0891
-1.1806 0.1987 1.0565
0.9001 0.3357 1.4015
0.0162 0.9388 0.0141
0.2313 0.6011 -0.4631
-0.1338 -0.2900 -0.5582
0.6621 0.4464 0.6184
0.1146 0.2505 0.0396
-0.1736 -0.3525 -0.3785
-0.4268 0.4446 -1.7807
-0.2027 0.0744 0.6165
0.3739 0.2605 -0.0660
0.6011 1.1217 -1.7013
-0.4785 0.3804 0.1211
0.2575 -0.2887 0.0083
-0.3933 0.0739 0.0148
0.1544 0.0280 0.0376
-0.1460 -0.3007 0.2193
0.4141 -0.4286 0.7019
-0.0306 -0.1701 -0.0919
0.2956 -0.3546 0.0682
-0.4523 -0.6422 -1.4394
0.0062 -0.0218 -0.0240
0.0551 0.1731 0.1161
0.4189 0.5445 0.5700
-0.3059 0.3315 0.1264
-0.0539 0.2534 -0.1113
2.1591 0.6554 0.6464
-0.0536 -0.1465 -0.1389
-0.9085 0.2516 0.4525
-0.0210 0.0319 0.1544
-0.1925 -0.1158 -0.3771
-0.4837 0.7920 0.6001
0.4461 0.4899 1.0251
-0.0266 0.4427 0.2903
1.1023 0.4413 0.0229
-0.4358 0.5540 -0.2045
0.2358 -0.2462 -0.4653
0.0441 -0.1689 0.4187
0.1241 0.3223 0.1181
0.1110 0.5853 -0.1739
-0.0117 -0.3230 -0.1194
-1.0337 0.8707 0.4103
-0.0026 -0.0772 0.0519
0.0529 0.5339 0.2409
-0.2853 0.0512 0.4364
-0.0183 0.1885 0.0109
-0.2191 0.2031 -0.2711
-0.0781 -0.5155 -0.0206
-0.0342 -0.0052 -0.0760
-0.1992 0.1573 0.0816
0.8976 1.1935 -0.5731
-0.1981 1.2313 -0.2258
0.1117 -0.8864 0.0641
0.2773 0.4199 0.1560
-0.1393 -0.6544 0.1365
-0.0886 -0.1614 0.0884
0.0921 -0.1091 -0.1881
0.0943 0.3464 -0.2107
-0.4448 0.8596 -0.0104
0.0093 -0.4081 0.4570
-0.4447 -0.9297 0.8431
1.9221 -1.1548 -0.1669
0.7287 0.6690 0.7941
-0.0918 -0.0117 0.1005
-0.6606 -0.9746 -0.7087
-0.1657 -0.2664 0.1924
0.2357 0.4208 0.0469
-0.2494 -0.4647 0.3446
0.3030 -0.0291 -0.3849
-0.3852 -0.5022 -0.8172
-0.0668 0.1136 0.1212
-0.2510 -0.1817 0.3226
0.5087 -0.1684 -0.3488
-0.0456 0.0060 0.0376
0.2307 0.0461 -0.1706
0.6797 -0.4442 -0.6237
-1.0448 0.0063 -0.6020
0.0815 0.1570 -0.7867
-0.4047 0.1542 0.2806
0.0609 -1.2415 0.4497
-0.1017 0.0097 0.1075
-0.3232 -0.3466 0.0501
0.8826 0.0407 0.1360
0.3417 -0.4528 -0.1767
0.5362 0.3379 -0.1315
0.5291 0.3125 0.5545
-0.2330 -0.1832 -0.4971